No. 1
Computed, not measured: 2 unconnected molecules or ions with the total composition C11H12NO2, with the ωB97M-V functional and the def2-TZVPD basis.

As for the HOMO energy: -4.352 eV. As for the lowest unoccupied orbital energy: 3.157 eV. The calculation puts the total energy at -631.6113 Eh. The value obtained for the gap between HOMO and LUMO is 7.509 eV. The net charge is -1.

Geometry as XYZ:
```
26
Properties=species:S:1:pos:R:3:lowdin_charge:R:1
C -3.044 -1.753 -1.067 -0.1416
H 1.006 1.868 0.731 0.1239
C -1.588 -0.005 -0.400 -0.1567
H 2.589 0.353 -0.189 0.0500
H -4.077 -2.204 -1.660 0.1592
C -0.814 1.248 -0.357 -0.2289
H 1.012 -0.516 1.501 0.0947
C -0.769 -0.931 0.335 -0.1979
C 0.167 1.138 0.605 -0.0344
H -0.715 3.373 -0.784 0.0538
N 0.134 -0.231 1.058 0.0899
H -3.225 0.291 -1.727 0.1174
C 3.699 -0.158 1.643 -0.7450
H 3.519 1.740 0.639 0.0372
H -2.270 2.518 -1.113 0.0933
H -0.743 2.326 -2.190 0.0503
O 4.907 -0.094 2.040 -0.1211
O 2.782 -0.728 2.271 -0.0955
C -2.649 -0.449 -1.107 -0.1132
C -2.170 -2.596 -0.375 -0.1737
C -1.107 -2.324 0.450 -0.0023
C 3.399 0.740 0.406 -0.0523
H -2.367 -3.693 -0.552 0.1011
H -0.853 -3.000 1.217 0.0932
H 4.304 0.600 -0.154 0.0498
C -1.128 2.485 -1.221 -0.0513
```

---

No. 2
Computed, not measured: 2 unconnected molecules or ions with the total composition C11H12NO2, with the ωB97M-V functional and the def2-TZVPD basis.

As for the HOMO energy: -4.569 eV. As for the lowest unoccupied orbital energy: 3.301 eV. The calculation puts the total energy at -631.6925 Eh. The value obtained for the gap between HOMO and LUMO is 7.870 eV. The net charge is -1.

Geometry as XYZ:
```
26
Properties=species:S:1:pos:R:3:lowdin_charge:R:1
C 0.185 -0.973 1.080 0.0064
H -0.245 4.484 -0.606 0.0669
O 2.362 -3.449 -0.880 -0.0729
O 1.795 -1.581 -2.007 -0.1107
H 0.749 -1.852 0.791 0.1050
H -0.063 -3.070 -3.093 0.0524
H -0.415 -1.825 2.981 0.0877
C -0.946 1.404 2.208 -0.0525
H 0.415 2.136 -2.207 0.1172
C -0.359 2.389 -0.122 -0.2444
C -0.889 0.225 2.919 -0.1348
H 0.938 -4.455 -2.745 0.0490
C -0.470 1.375 0.892 -0.1504
H 0.832 -0.299 -1.537 0.0934
H -0.191 -3.957 -1.527 0.0583
H -1.232 2.338 2.673 0.0938
H -1.332 0.149 3.911 0.0847
C -0.349 -0.944 2.357 -0.1142
N 0.392 0.447 -0.967 0.0925
C 1.663 -2.790 -1.669 -0.7684
C 0.141 1.768 -1.228 -0.0616
C 0.049 0.190 0.327 -0.2062
C -0.846 3.799 -0.012 -0.0693
H -0.768 4.135 1.017 0.0582
H -1.898 3.933 -0.259 0.0677
C 0.484 -3.578 -2.298 -0.0478
```

---

No. 3
Computed, not measured: a single C11H12O molecule, with the ωB97M-V functional and the def2-TZVPD basis.

As for the HOMO energy (alpha / beta): -7.250 / -8.419 eV. As for the lowest unoccupied orbital energy (alpha / beta): -0.238 / -0.369 eV. The calculation puts the total energy at -501.3779 Eh. The value obtained for the gap between HOMO and LUMO (alpha / beta) is 7.012 / 8.050 eV.

Geometry as XYZ:
```
24
Properties=species:S:1:pos:R:3:lowdin_charge:R:1
H -3.337 -1.685 0.163 0.1043
H -2.727 2.435 -0.242 0.1300
H -4.028 0.694 0.432 0.0878
H 1.863 -2.800 1.170 0.0956
H 2.790 0.238 -1.817 0.1075
C -2.670 -0.881 -0.058 -0.0735
H -1.070 -2.151 -0.514 0.1187
C -0.433 -0.160 -0.553 -0.1912
C 1.915 0.529 -1.228 -0.1627
C 2.451 1.236 -0.013 -0.0310
H 2.078 2.251 1.868 0.0386
C 1.861 1.535 1.114 -0.0352
O 1.344 -1.856 -0.451 -0.1147
H -0.252 1.791 -0.903 0.0910
C -3.067 0.427 0.117 -0.0805
C 0.911 -0.577 -0.845 -0.1924
H 1.270 1.145 -1.902 0.1196
H 0.674 -1.604 1.422 0.0804
H 0.931 0.853 1.344 0.1000
C 1.601 -1.769 0.928 -0.0943
C -2.216 1.451 -0.225 -0.0913
H 2.482 -1.086 1.081 0.1042
C -1.382 -1.147 -0.341 -0.0456
C -0.988 1.131 -0.547 -0.0654
```

---

No. 4
Computed, not measured: a single C11H12O2Se molecule, with the ωB97M-V functional and the def2-TZVPD basis.

As for the HOMO energy (alpha / beta): -7.344 / -7.421 eV. As for the lowest unoccupied orbital energy (alpha / beta): -0.695 / -0.238 eV. The calculation puts the total energy at -2978.1018 Eh. The value obtained for the gap between HOMO and LUMO (alpha / beta) is 6.650 / 7.182 eV.

Geometry as XYZ:
```
26
Properties=species:S:1:pos:R:3:lowdin_charge:R:1
H -0.704 2.469 0.079 0.0217
C 2.251 0.320 -0.291 -0.0618
H -0.085 -1.144 1.651 0.0884
C 0.774 0.795 1.980 -0.1092
C -1.806 -1.807 -1.288 -0.2534
C 1.046 -1.719 -0.904 -0.0623
H 1.771 -2.100 -1.525 0.1057
H -1.405 -2.244 -2.182 0.1245
C 1.258 -0.665 0.014 -0.1950
C -1.780 2.361 -0.143 -0.3425
C 2.520 1.417 0.486 -0.1130
C -1.633 -0.407 -1.291 -0.3933
H 3.332 2.219 0.212 0.1431
H -0.790 0.107 -1.756 0.0609
H -2.229 2.973 0.553 -0.0178
H -2.887 -2.094 -1.195 0.1430
H 0.184 0.874 2.890 0.1120
Se -2.130 0.490 0.335 1.0386
H 2.645 0.383 -1.355 0.1320
O 0.297 -2.758 -0.458 0.0305
H -2.152 2.623 -1.127 0.0346
C 0.462 -0.344 1.204 -0.1104
C 1.766 1.673 1.606 -0.1168
H 1.953 2.490 2.149 0.0608
O -1.588 -3.264 0.607 0.1656
C -1.072 -2.651 -0.248 -0.4858
```

---

No. 5
Computed, not measured: a molecular structure, C11H13Br2NO9P2V, with the ωB97M-V functional and the def2-TZVPD basis.

The expectation value of S² is 3.755. Its multiplicity is 4. As for the HOMO energy (alpha / beta): -8.394 / -9.818 eV. As for the lowest unoccupied orbital energy (alpha / beta): -0.265 / -0.250 eV. The calculation puts the total energy at -7933.9717 Eh. The value obtained for the gap between HOMO and LUMO (alpha / beta) is 8.129 / 9.567 eV.

Geometry as XYZ:
```
39
Properties=species:S:1:pos:R:3:lowdin_charge:R:1
H 2.553 -0.684 -4.878 0.1054
Br -3.758 -0.401 -2.192 0.6743
O 3.104 -1.843 -1.465 -0.0692
C -1.555 -0.426 3.267 -0.0883
Br -2.837 2.306 -0.796 0.7428
N -0.699 0.179 1.174 0.0316
O -0.087 1.351 -2.483 -0.4184
C 2.205 0.104 -3.122 -0.5734
H -2.309 -1.258 6.422 0.1051
C -0.200 -0.208 3.414 -0.0846
C -4.288 1.049 -1.047 -0.9803
H -5.105 1.583 -1.513 0.0059
O 2.678 0.440 -0.459 -0.1038
O 0.712 -1.025 -1.078 -0.3477
C -2.351 -0.809 4.325 0.0052
H -4.519 0.638 -0.074 -0.0141
C -1.726 -0.960 5.561 -0.0647
H 1.496 -0.191 4.735 0.1216
O 2.686 -0.959 -3.960 -0.0750
H -3.411 -0.983 4.199 0.1203
H -0.491 -1.109 -4.568 0.0862
O 1.507 0.416 1.827 0.0727
C -0.360 -0.740 5.709 -0.0631
V -0.820 0.333 -0.925 0.7394
H 3.157 1.675 -4.212 0.0874
C 0.433 -0.358 4.630 0.0081
P 0.505 0.593 -3.659 0.3294
O 0.595 1.165 -5.013 -0.2682
H 3.219 -2.167 -2.372 0.0856
P 2.110 -0.614 -1.444 0.4996
H 2.788 2.111 -2.537 0.0882
H 4.142 1.023 -2.878 0.0921
H 2.193 0.479 0.432 0.0454
C 0.328 0.166 2.064 -0.3826
C 3.136 1.309 -3.185 -0.0618
O -2.936 -0.319 1.264 0.0302
H 0.093 -0.872 6.683 0.1055
C -1.861 -0.188 1.824 -0.4235
O -0.328 -0.806 -3.669 -0.1633
```

---

No. 6
Computed, not measured: a molecular structure, C11H13BrO3STl, with the ωB97M-V functional and the def2-TZVPD basis.

As for the HOMO energy (alpha / beta): -5.176 / -5.272 eV. As for the lowest unoccupied orbital energy (alpha / beta): 0.894 / 0.657 eV. The calculation puts the total energy at -3797.3286 Eh. The value obtained for the gap between HOMO and LUMO (alpha / beta) is 6.070 / 5.930 eV. The net charge is -1.

Geometry as XYZ:
```
30
Properties=species:S:1:pos:R:3:lowdin_charge:R:1
H -0.244 0.352 5.277 0.0506
H 1.169 1.397 5.251 0.0515
H -2.178 -0.364 3.450 0.0906
C -2.396 -0.907 0.133 -0.1125
H -2.373 -1.494 -0.781 0.0885
H -0.001 1.461 3.926 0.0394
H -0.621 0.848 -5.234 0.0865
C 0.329 0.555 -4.790 -0.1010
H -2.732 1.186 -0.609 0.0834
C -2.237 -1.418 1.456 -0.0568
C 0.505 0.800 4.622 -0.1783
C 2.131 -0.730 -4.102 -0.1720
H -2.609 1.882 2.007 0.0991
S 1.382 -0.472 3.702 0.3537
H 0.299 -1.689 -4.978 0.0875
C -2.504 0.874 1.603 -0.0889
H 2.763 -1.577 -3.883 0.0786
O 2.163 -1.193 4.717 -0.3918
C 2.427 0.638 -3.817 -0.1579
O 0.357 -1.266 3.012 -0.4000
C 0.826 -0.783 -4.683 -0.1429
H 1.267 2.523 -4.234 0.0895
H -2.112 -2.467 1.733 0.1144
Tl 1.157 0.763 -0.139 0.4871
Br 1.157 -1.739 -1.288 -0.1926
O 2.246 0.188 2.687 -0.5085
C -2.282 -0.313 2.359 -0.1310
H 3.346 1.003 -3.361 0.0869
C -2.562 0.506 0.222 -0.1474
C 1.324 1.438 -4.258 -0.1056
```

---

No. 7
Computed, not measured: a molecular structure, C11H13ClGdO, with the ωB97M-V functional and the def2-TZVPD basis.

The expectation value of S² is 16.400. Its multiplicity is 8. As for the HOMO energy (alpha / beta): -2.885 / -2.888 eV. As for the lowest unoccupied orbital energy (alpha / beta): 1.795 / 0.532 eV. The calculation puts the total energy at -1727.9408 Eh. The value obtained for the gap between HOMO and LUMO (alpha / beta) is 4.680 / 3.420 eV. The net charge is -1.

Geometry as XYZ:
```
27
Properties=species:S:1:pos:R:3:lowdin_charge:R:1
H -2.128 2.678 -3.642 0.0361
H -2.406 -1.931 1.245 0.1018
C -0.079 -0.080 4.787 -0.2931
H -0.690 -2.074 -0.934 0.1062
C -1.133 2.287 -3.823 -0.2299
Cl 1.175 1.960 2.752 -0.2174
H 1.174 0.092 -4.986 0.0368
C -0.475 -1.952 2.451 -0.2421
H -0.929 -2.060 3.447 0.1067
C 0.623 0.912 -4.538 -0.2268
H 0.935 -0.523 5.111 0.0985
H -1.535 0.326 -4.877 0.0359
C -0.818 1.036 -4.480 -0.2292
H 0.217 3.898 -2.987 0.0396
C 0.926 -2.044 2.091 -0.1553
C 0.114 2.935 -3.474 -0.2261
H 2.258 2.299 -3.819 0.0388
O -0.278 0.011 3.455 -0.6023
H 1.909 -2.117 0.050 0.1032
C 0.970 -2.110 0.619 -0.2384
Gd -0.038 0.160 1.058 1.4467
C 1.199 2.086 -3.917 -0.2253
H -0.944 -0.658 5.149 0.0719
C -0.399 -2.119 0.126 -0.2865
C -1.309 -2.013 1.249 -0.2233
H 1.755 -2.008 2.756 0.0928
H -0.093 1.008 5.134 0.0808
```

---

No. 8
Computed, not measured: a molecular structure, C11H13INOP, with the ωB97M-V functional and the def2-TZVPD basis.

As for the HOMO energy: -9.101 eV. As for the lowest unoccupied orbital energy: -0.555 eV. The calculation puts the total energy at -1195.8708 Eh. The value obtained for the gap between HOMO and LUMO is 8.547 eV.

Geometry as XYZ:
```
28
Properties=species:S:1:pos:R:3:lowdin_charge:R:1
C -0.086 -1.864 0.915 -0.2122
C 0.590 3.572 -1.469 -0.1449
C 0.382 2.730 -0.241 -0.3428
H 1.003 3.109 -2.413 0.1212
O -1.032 1.174 1.891 -0.3440
H 0.648 0.674 -1.226 0.0775
H 1.718 -1.753 -0.080 0.1029
C 0.589 1.322 -0.333 -0.3915
H 1.757 -4.483 -0.317 0.1242
N -1.919 0.232 -0.392 -0.5982
H 1.546 2.097 1.404 0.0835
P -0.622 0.394 0.689 0.6618
I -1.698 -0.998 -2.050 0.8052
H -0.397 -5.628 0.545 0.1001
H -2.041 -4.569 1.457 0.1195
H 2.614 2.332 -0.094 0.1609
C 0.499 4.915 -1.498 0.0028
C 0.961 -2.447 0.292 -0.1298
H -2.016 -2.022 1.654 0.0663
H 0.030 5.365 -0.546 0.0907
C -1.121 -3.935 1.289 -0.0784
C 1.565 2.131 0.368 -0.0993
C -0.069 -4.612 0.636 -0.1126
C -1.175 -2.540 1.397 -0.1335
H 0.671 5.519 -2.332 0.0233
H -2.865 0.035 -0.132 -0.0215
H -0.495 3.114 0.385 0.1686
C 0.964 -3.864 0.203 -0.1000
```

---

Repeat the second record exactly.
Computed, not measured: 2 unconnected molecules or ions with the total composition C11H12NO2, with the ωB97M-V functional and the def2-TZVPD basis.

As for the HOMO energy: -4.569 eV. As for the lowest unoccupied orbital energy: 3.301 eV. The calculation puts the total energy at -631.6925 Eh. The value obtained for the gap between HOMO and LUMO is 7.870 eV. The net charge is -1.

Geometry as XYZ:
```
26
Properties=species:S:1:pos:R:3:lowdin_charge:R:1
C 0.185 -0.973 1.080 0.0064
H -0.245 4.484 -0.606 0.0669
O 2.362 -3.449 -0.880 -0.0729
O 1.795 -1.581 -2.007 -0.1107
H 0.749 -1.852 0.791 0.1050
H -0.063 -3.070 -3.093 0.0524
H -0.415 -1.825 2.981 0.0877
C -0.946 1.404 2.208 -0.0525
H 0.415 2.136 -2.207 0.1172
C -0.359 2.389 -0.122 -0.2444
C -0.889 0.225 2.919 -0.1348
H 0.938 -4.455 -2.745 0.0490
C -0.470 1.375 0.892 -0.1504
H 0.832 -0.299 -1.537 0.0934
H -0.191 -3.957 -1.527 0.0583
H -1.232 2.338 2.673 0.0938
H -1.332 0.149 3.911 0.0847
C -0.349 -0.944 2.357 -0.1142
N 0.392 0.447 -0.967 0.0925
C 1.663 -2.790 -1.669 -0.7684
C 0.141 1.768 -1.228 -0.0616
C 0.049 0.190 0.327 -0.2062
C -0.846 3.799 -0.012 -0.0693
H -0.768 4.135 1.017 0.0582
H -1.898 3.933 -0.259 0.0677
C 0.484 -3.578 -2.298 -0.0478
```